288
Properties=species:S:1:pos:R:3:forces:R:3 method="wB97M-V/def2-TZVPD" homo_ha=-0.3092 smiles=COCCNCCOC.COCCNCCOC.COCCNCCOC.COCCNCCOC.COCCNCCOC.COCCNCCOC.COCCNCCOC.COCCNCCOC.COCCNCCOC.COCCNCCOC.COCCNCCOC.COCCNCCOC orbital_gap_ev=8.83 de_lowest_kcal_mol=273.1
C -4.509 0.456 3.786 -0.26 1.43 0.47
O -3.893 0.511 5.103 -0.25 -0.45 -0.12
C -4.678 1.217 6.093 -0.89 0.21 -0.49
C -3.877 1.923 7.229 -0.25 -0.58 0.00
N -3.239 0.868 8.038 0.28 0.74 -0.65
C -2.304 1.282 9.132 -1.63 -0.91 -1.01
C -1.334 0.148 9.277 1.13 1.38 1.58
O -0.309 0.385 8.327 0.34 -1.35 -0.69
C 0.584 -0.732 8.186 -0.61 0.57 -1.48
H -3.941 -0.073 3.020 0.57 -0.03 0.58
H -4.646 1.492 3.475 0.38 0.25 -0.34
H -5.531 0.092 3.683 -0.15 -0.68 0.92
H -5.433 0.564 6.531 0.46 -0.77 0.51
H -5.387 1.831 5.539 0.49 1.12 -0.03
H -4.506 2.508 7.900 -0.73 -0.21 -0.19
H -3.197 2.693 6.865 0.49 -0.19 -0.50
H -2.727 0.365 7.328 0.53 -0.44 0.18
H -2.942 1.356 10.013 0.25 0.23 0.27
H -1.763 2.212 8.959 -0.01 0.12 -0.11
H -1.847 -0.812 9.350 0.09 -0.38 -1.00
H -0.842 0.244 10.245 -0.01 -0.02 0.51
H 1.167 -0.639 7.269 0.15 0.84 -0.12
H 0.015 -1.605 7.867 0.01 -0.51 1.20
H 1.330 -0.805 8.977 -0.47 -0.42 0.47
C 4.948 -1.951 7.995 1.19 1.44 -0.55
O 5.654 -0.828 7.440 -0.15 -0.17 -1.75
C 5.182 0.439 7.790 1.64 -0.66 1.74
C 3.926 0.956 7.184 -0.02 0.92 1.05
N 3.588 2.152 7.899 -0.38 2.11 -0.41
C 2.259 2.683 7.555 -0.02 1.72 1.13
C 2.112 4.229 7.746 1.04 0.31 0.15
O 2.207 4.755 9.072 1.58 -0.37 0.88
C 3.552 4.796 9.736 -1.39 -0.25 -0.09
H 5.261 -2.753 7.328 -0.33 -0.36 0.47
H 3.869 -1.798 7.977 -0.03 -0.16 0.16
H 5.381 -2.008 8.994 -0.61 -0.71 0.29
H 5.989 1.164 7.683 0.14 0.00 -0.96
H 5.227 0.401 8.878 -1.24 0.29 0.76
H 3.052 0.326 7.351 0.28 -0.87 -1.17
H 4.197 1.371 6.213 -0.68 -1.13 -0.73
H 3.852 2.206 8.872 -0.50 -0.36 -0.08
H 1.484 2.174 8.128 -0.31 -0.02 0.00
H 1.983 2.606 6.503 0.54 -0.69 -0.23
H 1.205 4.642 7.304 -0.73 -0.63 0.55
H 2.804 4.793 7.120 0.91 -0.44 -0.14
H 4.284 4.058 9.408 -0.30 0.10 -0.53
H 3.386 4.589 10.793 -0.37 -0.11 -0.02
H 4.018 5.781 9.735 -0.27 0.19 -0.62
C 7.892 7.445 -8.008 -1.25 -0.60 0.05
O 7.452 6.528 -7.009 0.97 -0.58 0.55
C 6.193 6.760 -6.436 -1.10 0.67 -0.18
C 5.946 6.035 -5.095 0.31 0.56 -1.16
N 5.893 4.588 -5.253 -0.02 -0.02 0.02
C 5.723 3.772 -4.019 0.05 0.53 -1.28
C 6.290 2.332 -4.277 -0.32 1.59 1.12
O 5.288 1.369 -4.583 0.65 0.88 -0.58
C 4.668 1.620 -5.859 -0.26 0.31 0.53
H 7.097 7.461 -8.753 -0.16 0.67 -0.21
H 8.749 7.066 -8.564 0.22 -0.16 0.64
H 8.082 8.422 -7.563 0.03 0.13 -0.20
H 5.392 6.614 -7.160 -0.15 -1.05 -0.32
H 5.969 7.812 -6.258 0.84 0.64 0.47
H 5.037 6.495 -4.706 -0.19 -0.38 0.16
H 6.784 6.366 -4.482 0.12 -0.05 0.60
H 6.840 4.407 -5.555 0.09 -0.49 -0.43
H 4.670 3.708 -3.745 -0.15 -0.12 -0.17
H 6.186 4.356 -3.224 0.49 -0.59 0.58
H 6.844 2.112 -3.364 -0.56 -0.94 0.23
H 7.109 2.421 -4.990 -0.27 -0.27 -0.77
H 5.403 1.685 -6.661 0.06 -0.42 -0.08
H 4.113 2.557 -5.906 0.21 0.38 0.42
H 3.887 0.875 -6.013 0.49 -0.46 -0.07
C 3.435 7.730 0.982 0.54 0.88 1.26
O 2.113 7.642 1.353 -2.05 -1.49 0.52
C 1.179 6.998 0.491 -0.85 -0.32 0.28
C 1.272 5.504 0.234 1.02 -0.45 -0.23
N 1.087 4.564 1.308 0.76 0.75 1.98
C 2.112 4.713 2.387 -0.99 -0.84 -0.92
C 2.513 3.339 2.916 0.05 0.96 0.27
O 3.003 2.473 1.860 -0.68 2.28 2.08
C 3.577 1.309 2.370 0.05 -1.62 -1.53
H 3.796 8.303 1.836 0.52 0.99 -0.53
H 3.485 8.247 0.024 0.76 -0.18 -0.14
H 4.079 6.869 1.159 -0.34 -0.81 -1.07
H 1.234 7.492 -0.479 -0.23 0.09 -0.24
H 0.191 7.107 0.938 0.01 0.79 0.13
H 2.276 5.394 -0.177 0.37 -0.45 -0.63
H 0.513 5.122 -0.448 0.10 0.91 -0.81
H 1.229 3.650 0.904 -0.24 -0.13 0.00
H 1.778 5.335 3.217 -0.51 -0.18 0.13
H 2.948 5.300 2.007 0.54 -0.50 -0.15
H 1.778 2.844 3.550 -1.07 -0.30 -0.82
H 3.141 3.615 3.763 1.69 -0.43 -0.39
H 3.034 0.529 1.837 0.17 -0.61 0.11
H 3.489 1.043 3.424 -0.01 0.77 0.19
H 4.602 1.267 2.000 0.25 -0.09 0.49
C -2.168 3.730 2.434 2.08 0.25 -1.26
O -3.260 4.453 2.060 -3.13 -0.01 0.02
C -3.276 5.044 0.756 -1.69 0.73 1.79
C -3.747 4.111 -0.351 0.59 -0.89 1.36
N -5.028 3.396 -0.054 0.36 -0.26 0.08
C -4.807 1.987 0.423 0.59 0.45 -1.66
C -4.372 1.059 -0.724 0.17 0.75 0.78
O -4.211 -0.288 -0.234 -0.81 1.89 0.13
C -4.098 -1.133 -1.310 0.90 -1.23 -0.80
H -1.456 4.550 2.531 1.32 -0.89 0.60
H -1.885 3.093 1.596 0.63 -0.21 -0.01
H -2.240 3.071 3.300 -0.62 0.48 0.26
H -2.393 5.664 0.602 0.51 -0.50 -0.51
H -4.049 5.771 1.006 -0.31 0.43 -0.80
H -3.002 3.318 -0.281 0.44 -0.02 -0.97
H -3.717 4.641 -1.303 -0.15 -0.40 -0.05
H -5.410 3.781 0.798 -0.22 0.73 -0.09
H -5.775 1.649 0.794 0.31 -0.12 0.51
H -3.961 2.018 1.109 -0.39 -0.44 0.76
H -3.436 1.447 -1.126 0.50 -0.25 0.03
H -5.038 1.192 -1.577 -0.55 -0.67 0.10
H -4.047 -2.164 -0.958 -0.46 -0.06 0.11
H -3.145 -1.003 -1.822 0.38 0.31 -0.28
H -4.866 -0.990 -2.070 -0.36 -0.14 0.08
C 2.144 1.770 -15.768 1.23 0.99 0.84
O 1.526 2.032 -14.505 -1.12 -1.14 -1.23
C 0.830 3.240 -14.472 -0.81 1.08 0.30
C 0.093 3.344 -13.138 -0.32 0.57 -0.36
N 1.104 3.316 -12.109 0.09 0.65 -0.43
C 0.545 2.720 -10.931 1.39 -0.87 2.43
C 1.497 2.855 -9.608 -2.70 -0.59 -1.76
O 0.622 2.537 -8.511 -0.54 0.88 -0.17
C 1.105 2.926 -7.242 1.38 -0.76 -0.08
H 3.004 2.440 -15.742 0.76 -0.34 -0.30
H 1.663 2.106 -16.687 -1.03 -0.37 0.27
H 2.450 0.725 -15.800 -0.13 0.20 -0.05
H 0.140 3.485 -15.280 -0.27 -0.96 -0.45
H 1.554 4.048 -14.577 0.29 0.42 0.46
H -0.559 2.510 -12.875 -0.48 -0.35 -1.11
H -0.523 4.243 -13.124 0.02 0.23 0.02
H 1.706 2.736 -12.675 1.27 -0.70 1.62
H 0.363 1.647 -10.986 0.17 -0.48 -0.50
H -0.471 3.064 -10.735 0.26 0.84 0.21
H 1.895 3.869 -9.634 0.19 -0.05 0.55
H 2.229 2.055 -9.715 0.53 0.34 0.21
H 1.901 2.212 -7.030 0.69 0.29 0.31
H 0.464 2.797 -6.369 -0.96 0.01 -0.68
H 1.487 3.947 -7.229 0.07 0.09 -0.08
C -0.295 -6.714 -4.933 -1.19 -0.54 1.23
O -0.137 -6.213 -3.603 -0.04 1.76 -1.42
C -0.961 -5.016 -3.507 0.23 -1.26 2.35
C -0.617 -4.440 -2.078 1.26 0.99 -1.58
N 0.413 -3.317 -2.030 -1.22 -0.26 -0.17
C 1.528 -3.480 -2.936 2.37 0.92 1.04
C 2.578 -2.236 -2.768 0.35 -1.70 -0.14
O 3.627 -2.372 -3.742 -0.36 -0.38 -0.61
C 4.657 -1.375 -3.684 -1.61 0.07 0.25
H 0.278 -7.637 -5.029 0.21 0.35 -0.26
H -0.175 -5.963 -5.714 0.66 -0.03 -0.05
H -1.355 -6.968 -4.937 -0.23 -0.55 -0.71
H -2.007 -5.318 -3.453 -0.36 -0.50 0.11
H -0.998 -4.380 -4.392 1.08 0.39 0.01
H -0.152 -5.262 -1.534 -0.09 -0.15 -0.15
H -1.572 -4.256 -1.586 0.32 0.84 0.22
H 0.080 -2.383 -2.221 -0.95 -0.02 0.21
H 1.319 -3.686 -3.985 -0.19 0.24 -0.19
H 2.122 -4.303 -2.539 0.02 -0.38 -0.43
H 3.082 -2.378 -1.812 -0.28 -0.06 0.49
H 2.139 -1.239 -2.713 -0.30 0.08 -0.60
H 5.388 -1.444 -4.490 -0.25 -0.62 -0.02
H 5.158 -1.433 -2.718 0.14 0.27 0.12
H 4.141 -0.428 -3.841 0.40 0.29 0.44
C -2.811 -2.782 6.125 -0.43 -0.35 -0.36
O -3.649 -3.819 6.675 -0.44 0.70 0.33
C -2.993 -4.704 7.574 1.81 1.30 -0.74
C -2.677 -4.020 8.968 -1.62 -1.28 -1.20
N -3.924 -3.477 9.493 0.34 -0.46 -0.47
C -3.951 -3.337 10.914 -0.52 -0.21 -0.09
C -5.329 -2.945 11.386 -0.45 -0.51 1.97
O -5.522 -1.573 11.569 -0.57 0.79 0.16
C -5.527 -0.846 10.407 0.43 1.41 -2.12
H -1.977 -2.401 6.716 -0.12 -0.30 0.78
H -3.437 -1.924 5.881 -0.15 -0.10 0.07
H -2.343 -3.116 5.199 -0.05 -0.31 -0.24
H -2.132 -4.978 6.964 1.21 0.05 0.67
H -3.420 -5.706 7.628 -1.24 0.56 0.47
H -1.843 -3.319 8.990 0.27 0.01 -0.34
H -2.458 -4.886 9.592 0.42 0.14 0.35
H -4.333 -2.683 9.021 0.45 -0.16 -0.38
H -3.255 -2.613 11.338 0.35 0.32 0.07
H -3.678 -4.308 11.328 -0.07 -0.10 0.22
H -5.471 -3.270 12.417 0.29 -0.49 0.12
H -6.169 -3.415 10.875 0.17 0.05 -0.76
H -6.297 -0.997 9.651 -0.73 -1.13 0.21
H -4.615 -0.958 9.821 0.43 0.12 0.15
H -5.662 0.231 10.510 0.35 0.07 1.05
C 1.852 -7.483 -9.514 1.39 -0.16 -2.36
O 0.507 -7.481 -9.268 -0.12 1.81 0.58
C 0.025 -8.747 -8.982 -0.64 0.81 0.93
C -1.425 -8.498 -8.530 1.60 -2.58 0.51
N -2.259 -8.196 -9.646 -0.75 -0.18 0.60
C -3.671 -7.996 -9.170 1.27 0.41 -0.75
C -3.911 -6.574 -8.639 -1.06 -0.44 0.84
O -3.129 -6.441 -7.432 -0.17 0.17 -0.63
C -3.346 -5.357 -6.539 0.93 -0.72 -0.10
H 2.463 -8.225 -9.000 -0.20 0.12 0.83
H 2.332 -6.504 -9.531 -0.40 0.16 0.72
H 1.953 -7.790 -10.555 0.39 -0.26 -0.54
H 0.649 -9.103 -8.162 -0.22 -0.62 0.32
H 0.176 -9.385 -9.852 -0.50 -0.39 -0.11
H -1.485 -7.785 -7.708 0.42 0.06 -0.10
H -1.688 -9.475 -8.126 -0.58 -0.15 0.22
H -1.776 -7.394 -10.025 -0.91 0.65 -0.58
H -3.882 -8.721 -8.384 0.34 0.09 0.23
H -4.289 -8.358 -9.991 -0.46 0.87 -0.10
H -4.953 -6.414 -8.361 -0.44 -0.39 0.15
H -3.804 -5.821 -9.420 1.03 0.27 0.04
H -4.341 -5.322 -6.096 -0.28 0.21 -0.62
H -2.941 -4.431 -6.948 -0.66 0.37 -0.20
H -2.688 -5.568 -5.695 -0.02 -0.11 0.00
C -0.528 -0.923 3.957 1.12 0.51 -0.64
O -0.118 -0.050 2.849 -0.69 -0.89 0.95
C -0.598 -0.530 1.605 -0.08 -1.89 0.49
C -0.961 0.539 0.670 0.07 0.76 1.45
N 0.090 1.497 0.459 0.59 -0.58 -3.35
C 0.936 1.009 -0.698 1.40 1.37 -0.08
C 0.423 1.045 -2.138 0.06 -0.29 0.53
O -0.148 -0.195 -2.540 -2.72 0.83 -0.02
C -1.022 0.156 -3.633 0.93 -1.89 -0.58
H -0.293 -1.971 3.772 -0.07 -0.16 -0.53
H -1.585 -0.842 4.213 -0.04 0.32 -0.10
H 0.118 -0.680 4.800 -0.28 0.43 0.10
H -1.545 -1.057 1.721 -0.13 -0.45 0.41
H 0.086 -1.246 1.149 0.48 -0.16 0.14
H -1.737 1.022 1.263 -0.81 0.35 -0.89
H -1.236 0.021 -0.249 -0.56 0.62 -0.11
H 0.680 1.626 1.268 0.07 -0.20 0.15
H 1.429 0.044 -0.586 -0.05 -0.27 0.53
H 1.719 1.762 -0.780 0.54 -0.09 0.37
H 1.115 1.097 -2.978 1.40 1.07 0.78
H -0.180 1.950 -2.208 -0.92 -0.24 -0.23
H -1.369 -0.778 -4.073 -0.66 -0.21 0.51
H -0.403 0.465 -4.475 0.14 1.02 -0.01
H -1.831 0.844 -3.388 0.09 -0.03 0.10
C -5.396 -3.123 -4.293 0.46 0.01 -0.01
O -5.675 -1.830 -4.829 1.64 0.12 -0.27
C -4.450 -1.173 -5.232 0.10 2.08 -0.27
C -4.661 0.364 -5.451 -1.48 -1.28 -0.45
N -4.915 1.074 -4.230 -0.76 2.23 0.71
C -5.358 2.513 -4.392 2.54 0.16 0.47
C -4.077 3.388 -4.650 0.82 1.24 -0.08
O -3.602 4.442 -3.692 -1.38 -1.31 -1.56
C -4.227 5.695 -3.913 0.20 0.58 0.39
H -4.428 -3.129 -3.791 0.05 0.24 0.48
H -5.254 -3.898 -5.046 -0.51 0.15 -0.38
H -6.167 -3.427 -3.587 -0.08 0.21 -0.17
H -3.958 -1.454 -6.163 -0.74 -1.00 -0.47
H -3.622 -1.268 -4.529 -0.35 -0.29 0.77
H -5.507 0.488 -6.128 -0.60 -0.32 -0.25
H -3.889 0.787 -6.094 0.77 0.02 0.72
H -5.695 0.705 -3.704 0.09 -0.99 -0.25
H -5.875 2.837 -3.489 0.28 -0.10 0.23
H -6.029 2.782 -5.208 -0.25 -0.79 -0.35
H -4.202 3.817 -5.645 -0.37 0.93 0.07
H -3.147 2.871 -4.886 -0.21 -1.00 0.83
H -4.766 5.761 -4.858 -0.16 -0.20 0.06
H -3.497 6.504 -3.923 0.52 -0.18 -0.21
H -4.859 5.994 -3.076 -0.53 -0.41 0.03
C 4.883 -4.719 9.951 -1.14 -0.04 -0.54
O 3.601 -4.294 9.494 0.83 0.23 -0.54
C 2.481 -4.767 10.219 0.99 1.69 0.32
C 1.334 -3.888 9.690 -0.19 -1.35 0.84
N 1.379 -3.800 8.287 -1.08 -0.03 -2.32
C 1.045 -5.057 7.563 -0.65 1.11 -0.15
C 1.037 -4.844 6.049 0.17 0.18 0.54
O 2.369 -4.714 5.716 1.79 0.47 -0.28
C 2.657 -4.202 4.461 0.51 -0.68 -2.06
H 5.602 -4.280 9.260 0.07 0.01 0.33
H 4.933 -5.804 9.851 0.25 -0.20 0.31
H 5.014 -4.390 10.981 0.37 -0.10 0.09
H 2.652 -4.405 11.233 -0.18 -0.86 0.66
H 2.449 -5.851 10.103 -0.57 -0.07 0.26
H 1.382 -2.898 10.143 0.29 0.05 -0.01
H 0.384 -4.309 10.019 -0.20 -0.08 -0.02
H 2.318 -3.539 8.021 0.09 -0.01 -0.17
H 0.007 -5.343 7.737 0.04 -0.16 0.88
H 1.765 -5.811 7.880 -0.24 -0.57 -0.45
H 0.484 -3.953 5.753 -0.23 0.39 0.38
H 0.591 -5.646 5.460 -0.18 -0.55 0.28
H 2.942 -3.156 4.346 -0.44 0.35 0.72
H 1.928 -4.456 3.692 -0.93 0.34 0.25
H 3.479 -4.728 3.976 0.66 -0.28 0.71